Record 1
An isolated molecule of C6H10O2 in a non-equilibrium geometry, computed with ωB97M-V/def2-TZVPD.

Total energy in eV: -10472.8233
2S+1: 1
SMILES string: C[C@H]1OCC[C@@H]2O[C@H]21
ΔE to the lowest compared entry with this formula, charge and spin in kJ/mol: 612.4

Cartesian coordinates (Å):
C  1.456  -0.539  -1.902
C  0.761  0.432  -0.926
O  -0.760  0.161  -0.893
C  -1.606  0.780  0.337
C  -1.275  -0.220  1.500
C  -0.122  -0.795  1.148
O  1.153  -0.840  1.547
C  0.824  0.231  0.551
H  1.270  -1.538  -1.565
H  1.247  -0.275  -2.984
H  2.640  -0.357  -1.774
H  1.170  1.396  -1.144
H  -2.575  0.760  -0.012
H  -1.301  1.774  0.557
H  -2.284  -0.783  1.707
H  -1.055  0.261  2.477
H  -0.155  -1.719  0.376
H  0.611  1.272  0.997

Results of the Mulliken charge analysis, in e, for atoms 1 through 4: C -1.220; C 0.333; O -0.492; C -0.575

---

Record 2
A structure of composition C14H32N2O3SeSiTi in a non-equilibrium geometry, computed with ωB97M-V/def2-TZVPD.

Total energy in eV: -120498.5245
2S+1: 2
Charge: +1

Cartesian coordinates (Å):
Ti  -0.931  0.841  0.820
C  0.200  -1.836  3.347
C  -0.302  -0.789  2.426
O  -1.432  -0.254  2.554
O  0.435  -0.399  1.410
H  -0.135  -2.808  2.982
H  -0.217  -1.683  4.340
H  1.285  -1.831  3.367
C  -0.620  4.953  -2.308
Si  0.601  4.128  -1.227
C  2.273  4.095  -1.962
C  0.625  4.868  0.451
Se  -0.113  1.962  -1.129
H  -0.424  6.033  -2.360
H  -1.634  4.796  -1.932
H  -0.561  4.542  -3.321
H  2.630  5.121  -2.140
H  2.263  3.563  -2.919
H  2.974  3.593  -1.291
H  0.997  5.904  0.396
H  1.293  4.299  1.103
H  -0.376  4.885  0.891
C  -4.297  1.831  1.366
C  -3.306  2.993  1.429
N  -2.750  3.219  2.772
C  -3.711  3.644  3.821
C  -4.209  2.515  4.721
C  -1.466  2.991  3.033
C  -0.898  3.448  4.350
N  -0.698  2.398  2.153
H  -4.474  1.557  0.326
H  -5.258  2.099  1.807
H  -3.923  0.954  1.891
H  -3.797  3.913  1.127
H  -2.486  2.859  0.735
H  -4.547  4.099  3.292
H  -3.268  4.431  4.418
H  -4.905  1.860  4.195
H  -4.727  2.926  5.592
H  -3.380  1.902  5.078
H  -1.129  4.494  4.546
H  0.180  3.331  4.340
H  -1.297  2.853  5.172
H  0.246  2.388  2.495
C  -3.530  -1.457  -1.482
C  -2.200  -1.107  -0.938
C  -0.959  -1.785  -1.368
O  -2.129  -0.194  -0.109
H  -3.460  -2.159  -2.310
H  -4.040  -0.549  -1.807
H  -4.134  -1.900  -0.685
H  -1.151  -2.524  -2.139
H  -0.478  -2.262  -0.517
H  -0.266  -1.030  -1.740

Results of the Mulliken charge analysis, in e, for atoms 1 through 4: Ti 0.271; C -1.215; C 1.149; O -0.565

---

Record 3
A cluster of 6 separate species, H12O6 in total, computed with ωB97M-V/def2-TZVPD.

Total energy in eV: -12479.3919
2S+1: 1
SMILES string: O.O.O.O.O.O
ΔE to the lowest compared entry with this formula, charge and spin in kJ/mol: 166.1

Cartesian coordinates (Å):
O  2.096  0.965  2.766
H  2.928  1.386  2.979
H  1.447  1.665  2.833
O  -4.532  -3.765  -0.658
H  -4.668  -4.129  -1.532
H  -4.225  -2.872  -0.814
O  4.444  -1.794  0.066
H  4.360  -1.716  -0.884
H  3.883  -1.102  0.414
O  -1.404  -0.126  -0.141
H  -1.906  0.448  0.438
H  -0.490  0.046  0.085
O  -0.418  -1.180  -4.619
H  0.074  -0.416  -4.921
H  -0.822  -0.896  -3.799
O  -0.118  4.130  2.605
H  0.335  4.935  2.857
H  -0.985  4.421  2.324

Results of the Mulliken charge analysis, in e, for atoms 1 through 4: O -0.633; H 0.310; H 0.318; O -0.636

---

Record 4
An isolated molecule of C13H15N5O2, computed with ωB97M-V/def2-TZVPD.

Total energy in eV: -25271.2249
2S+1: 1
SMILES string: COc1cccc(N/C(N)=N/c2nc(C)cc(=O)[nH]2)c1
ΔE to the lowest compared entry with this formula, charge and spin in kJ/mol: 0.0

Cartesian coordinates (Å):
C  6.053  0.886  0.025
O  5.620  -0.451  0.015
C  4.284  -0.710  0.003
C  3.924  -2.059  -0.007
C  2.592  -2.414  -0.019
C  1.594  -1.454  -0.021
C  1.945  -0.112  -0.011
N  1.011  0.927  -0.013
C  -0.348  0.903  -0.011
N  -0.962  2.099  -0.013
N  -0.992  -0.234  -0.007
C  -2.341  -0.303  -0.002
N  -3.146  0.736  -0.002
C  -4.486  0.519  0.004
C  -5.319  1.763  0.005
C  -5.028  -0.727  0.008
C  -4.187  -1.893  0.008
O  -4.536  -3.057  0.011
N  -2.826  -1.570  0.003
C  3.291  0.259  0.001
H  7.141  0.844  0.032
H  5.720  1.424  -0.869
H  5.708  1.415  0.920
H  4.708  -2.799  -0.005
H  2.321  -3.458  -0.027
H  0.553  -1.721  -0.030
H  1.421  1.851  -0.012
H  -0.465  2.971  -0.012
H  -1.988  2.032  -0.009
H  -5.097  2.355  -0.882
H  -6.376  1.519  0.018
H  -5.077  2.368  0.877
H  -6.094  -0.883  0.012
H  -2.163  -2.335  0.003
H  3.544  1.309  0.008

Results of the Mulliken charge analysis, in e, for atoms 1 through 4: C -0.806; O -0.425; C 0.553; C -0.759

---

Record 5
A cluster of 3 separate species, C2H10NO3 in total, computed with ωB97M-V/def2-TZVPD.

Total energy in eV: -9869.6264
2S+1: 1
Charge: -1
ΔE to the lowest compared entry with this formula, charge and spin in kJ/mol: 13.9

Cartesian coordinates (Å):
C  -1.170  -0.448  0.226
O  -0.044  0.064  0.776
C  -0.872  -1.316  -0.990
N  -0.071  -0.614  -2.005
H  -1.926  0.290  -0.115
H  -1.749  -1.060  0.950
H  -1.801  -1.719  -1.408
H  -0.317  -2.197  -0.691
H  0.846  -0.559  -1.576
H  -0.357  0.372  -1.981
H  1.335  0.148  1.866
H  2.785  0.481  2.261
O  2.078  -0.140  2.456
H  1.056  2.590  -0.221
H  0.073  1.567  0.392
O  0.137  2.540  0.061

Results of the Mulliken charge analysis, in e, for atoms 1 through 4: C -0.556; O -0.934; C -0.581; N -0.745

---

Record 6
A cluster of 2 separate species, C5H10BrI in total in a non-equilibrium geometry, computed with ωB97M-V/def2-TZVPD.

Total energy in eV: -83485.5033
2S+1: 1
ΔE to the lowest compared entry with this formula, charge and spin in kJ/mol: 352.4

Cartesian coordinates (Å):
C  2.158  -1.311  0.282
C  -2.559  1.065  -0.961
C  1.579  -0.072  1.025
C  0.159  -0.297  1.564
C  -1.371  0.531  -1.650
Br  -0.751  1.269  2.045
I  -1.097  -1.300  -2.574
H  3.063  -0.944  -0.049
H  1.526  -1.592  -0.496
H  2.452  -2.117  0.853
H  -3.059  1.856  -1.725
H  -2.202  1.445  -0.055
H  -3.211  0.169  -0.737
H  2.122  0.173  1.995
H  1.816  0.812  0.332
H  -0.036  -0.982  2.277
H  -0.590  1.293  -2.125

Results of the Mulliken charge analysis, in e, for atoms 1 through 4: C -1.157; C -0.360; C -0.218; C -0.584

---

Record 7
A cluster of 3 separate species, C3H12NO2 in total in a non-equilibrium geometry, computed with ωB97M-V/def2-TZVPD.

Total energy in eV: -8883.4808
2S+1: 1
Charge: +1
ΔE to the lowest compared entry with this formula, charge and spin in kJ/mol: 134.4

Cartesian coordinates (Å):
C  1.014  -1.210  1.670
C  1.816  -0.545  0.562
C  2.512  -1.161  -0.416
N  1.255  0.817  0.106
H  1.105  -0.502  2.528
H  -0.013  -1.514  1.508
H  1.392  -2.222  1.926
H  3.169  -0.616  -1.135
H  2.675  -2.217  -0.225
H  1.478  0.965  -0.865
H  1.653  1.466  0.797
H  0.226  0.876  0.227
H  -2.104  1.077  -0.834
H  -2.301  0.094  0.290
O  -1.600  0.566  -0.172
H  -3.948  1.617  -2.709
H  -4.608  1.180  -1.452
O  -3.722  1.329  -1.808

Results of the Mulliken charge analysis, in e, for atoms 1 through 4: C -1.112; C 0.652; C -0.876; N -0.215

---

Record 8
An isolated molecule of C17H26N2O3, computed with ωB97M-V/def2-TZVPD.

Total energy in eV: -27175.7788
2S+1: 1
SMILES string: CCCCc1ccc(NC(=O)N[C@@H](CC(C)C)C(=O)O)cc1
ΔE to the lowest compared entry with this formula, charge and spin in kJ/mol: 2.6

Cartesian coordinates (Å):
C  -2.852  -4.599  -4.698
C  -2.878  -3.100  -4.972
C  -2.482  -2.292  -3.740
C  -2.506  -0.783  -4.009
C  -2.113  -0.021  -2.777
C  -0.781  0.270  -2.514
C  -0.402  0.936  -1.363
C  -1.364  1.311  -0.427
N  -1.040  2.004  0.745
C  0.049  1.895  1.573
O  0.240  2.706  2.458
N  0.820  0.782  1.409
C  2.138  0.710  1.985
C  2.396  -0.629  2.696
C  1.869  -0.681  4.135
C  2.243  -2.026  4.757
C  0.361  -0.465  4.204
C  3.171  0.924  0.889
O  2.917  0.948  -0.287
O  4.406  1.076  1.367
C  -2.704  1.040  -0.695
C  -3.069  0.382  -1.853
H  -3.544  -4.852  -3.898
H  -3.137  -5.156  -5.587
H  -1.854  -4.914  -4.400
H  -2.192  -2.869  -5.791
H  -3.882  -2.807  -5.289
H  -1.478  -2.582  -3.421
H  -3.167  -2.520  -2.919
H  -1.815  -0.555  -4.823
H  -3.511  -0.492  -4.323
H  -0.023  -0.013  -3.229
H  0.638  1.189  -1.217
H  -1.725  2.672  1.073
H  0.648  0.191  0.610
H  2.223  1.536  2.701
H  3.473  -0.803  2.718
H  1.934  -1.426  2.108
H  2.360  0.114  4.706
H  1.762  -2.840  4.218
H  1.921  -2.066  5.794
H  3.319  -2.181  4.726
H  0.098  0.541  3.895
H  -0.157  -1.175  3.563
H  0.012  -0.606  5.224
H  5.038  1.217  0.644
H  -3.459  1.352  0.012
H  -4.113  0.181  -2.043

Results of the Mulliken charge analysis, in e, for atoms 1 through 4: C -1.287; C -0.302; C -0.499; C -1.266

---

Record 9
An isolated molecule of C6H6FNO2 in a non-equilibrium geometry, computed with ωB97M-V/def2-TZVPD.

Total energy in eV: -14618.6038
2S+1: 1
SMILES string: CCC1=C(F)C(=O)NC1=O
ΔE to the lowest compared entry with this formula, charge and spin in kJ/mol: 80.1

Cartesian coordinates (Å):
C  -2.124  0.454  0.616
C  -1.255  0.581  -0.680
C  0.059  0.084  -0.308
C  1.560  0.991  -0.224
F  1.728  2.266  -0.109
C  2.494  -0.133  0.133
O  3.664  -0.064  0.370
N  1.804  -1.311  0.223
C  0.478  -1.308  -0.178
O  -0.270  -2.261  -0.345
H  -2.454  -0.599  0.771
H  -2.988  0.972  0.386
H  -1.620  0.977  1.519
H  -1.425  1.578  -1.175
H  -1.772  -0.033  -1.534
H  2.120  -2.194  0.534

Results of the Mulliken charge analysis, in e, for atoms 1 through 4: C -1.089; C -0.332; C 0.147; C 0.131

---

Record 10
A cluster of 13 separate species, C25H80N22O13 in total in a non-equilibrium geometry, computed with ωB97M-V/def2-TZVPD.

Total energy in eV: -86623.1674
2S+1: 2
Charge: -1
ΔE to the lowest compared entry with this formula, charge and spin in kJ/mol: 0.0

Cartesian coordinates (Å):
C  9.927  -21.197  -13.602
C  10.744  -20.066  -14.328
C  9.993  -19.002  -15.160
O  10.749  -18.605  -16.320
C  10.012  -17.728  -17.220
N  11.746  -19.601  -13.389
H  10.600  -21.581  -12.834
H  9.636  -21.941  -14.344
H  9.069  -20.674  -13.180
H  11.461  -20.525  -15.008
H  9.605  -18.174  -14.567
H  9.191  -19.620  -15.564
H  9.075  -18.199  -17.520
H  10.794  -17.469  -17.933
H  9.715  -16.773  -16.787
H  12.487  -19.129  -13.888
H  12.340  -20.346  -13.054
C  15.032  -20.507  -17.765
C  14.936  -19.952  -16.412
C  14.212  -18.527  -16.335
O  15.001  -17.556  -17.049
C  14.133  -16.502  -17.365
N  14.412  -20.962  -15.549
H  16.012  -20.378  -18.225
H  14.267  -19.963  -18.319
H  14.668  -21.526  -17.901
H  15.960  -19.825  -16.063
H  13.991  -18.372  -15.279
H  13.200  -18.600  -16.733
H  14.558  -15.998  -18.233
H  14.036  -15.687  -16.648
H  13.193  -16.889  -17.759
H  14.570  -20.806  -14.564
H  14.832  -21.864  -15.724
C  12.183  -17.384  -23.399
C  12.208  -16.914  -21.958
C  12.205  -18.059  -20.947
O  11.219  -19.106  -21.240
C  11.098  -20.140  -20.292
N  13.315  -16.033  -21.720
H  12.788  -18.284  -23.510
H  12.589  -16.623  -24.065
H  11.194  -17.752  -23.672
H  11.382  -16.263  -21.674
H  12.016  -17.523  -20.017
H  13.191  -18.523  -20.936
H  12.079  -20.612  -20.246
H  10.301  -20.761  -20.702
H  10.884  -20.000  -19.232
H  13.155  -15.689  -20.784
H  13.261  -15.209  -22.301
C  11.130  -9.331  -20.724
C  9.616  -9.590  -20.545
C  9.155  -9.190  -19.121
O  7.842  -9.594  -18.698
C  7.727  -10.119  -17.377
N  8.998  -8.902  -21.646
H  11.711  -9.869  -19.974
H  11.406  -8.284  -20.595
H  11.438  -9.565  -21.743
H  9.384  -10.622  -20.809
H  9.153  -8.115  -18.941
H  9.785  -9.696  -18.389
H  6.670  -10.311  -17.191
H  8.043  -9.303  -16.727
H  8.300  -11.045  -17.310
H  8.123  -9.405  -21.670
H  9.398  -9.202  -22.524
C  16.417  -8.510  -19.910
O  17.378  -9.161  -20.290
N  16.440  -7.294  -19.464
N  15.269  -8.991  -19.768
H  17.247  -6.791  -19.807
H  15.646  -6.741  -19.176
H  14.668  -8.421  -19.190
H  15.127  -9.980  -19.914
C  12.169  -13.472  -19.763
O  13.083  -14.095  -19.256
N  10.990  -14.036  -19.866
N  12.301  -12.443  -20.599
H  10.249  -13.454  -20.229
H  10.726  -14.847  -19.325
H  11.499  -12.043  -21.063
H  13.251  -12.126  -20.730
C  10.029  -13.785  -23.356
O  10.564  -12.793  -22.930
N  10.458  -14.427  -24.426
N  8.918  -14.326  -22.967
H  11.269  -14.085  -24.920
H  10.131  -15.372  -24.565
H  8.743  -15.273  -23.272
H  8.410  -13.905  -22.202
C  16.069  -12.678  -20.630
O  15.332  -11.745  -20.376
N  17.185  -12.504  -21.327
N  15.797  -13.995  -20.559
H  17.304  -13.155  -22.090
H  17.352  -11.528  -21.525
H  14.974  -14.251  -20.031
H  16.197  -14.597  -21.264
C  7.292  -12.817  -20.463
O  7.062  -13.602  -21.361
N  6.781  -11.614  -20.358
N  7.977  -13.240  -19.488
H  6.245  -11.285  -21.148
H  7.000  -11.001  -19.586
H  8.460  -14.122  -19.574
H  8.156  -12.684  -18.664
C  8.335  -16.498  -20.205
O  8.979  -15.894  -19.421
N  7.064  -16.416  -20.327
N  8.678  -17.531  -20.983
H  6.638  -17.111  -20.924
H  6.438  -15.884  -19.739
H  9.647  -17.770  -20.830
H  8.132  -17.863  -21.765
C  14.470  -11.337  -16.995
O  14.764  -10.472  -16.189
N  14.963  -12.525  -17.062
N  13.471  -11.357  -17.752
H  14.696  -13.228  -17.736
H  15.782  -12.714  -16.502
H  12.833  -10.577  -17.684
H  13.420  -12.161  -18.361
C  13.722  -11.737  -23.848
O  13.629  -12.924  -23.776
N  12.777  -10.924  -23.771
N  14.904  -11.179  -24.031
H  12.996  -9.949  -23.916
H  11.848  -11.212  -23.497
H  15.658  -11.823  -24.223
H  15.030  -10.183  -24.140
C  10.734  -13.294  -15.687
O  10.236  -12.444  -16.367
N  11.224  -14.423  -16.109
N  11.060  -13.127  -14.434
H  11.859  -14.941  -15.519
H  11.000  -14.705  -17.052
H  10.941  -12.265  -13.922
H  11.662  -13.821  -14.014

Results of the Mulliken charge analysis, in e, for atoms 1 through 4: C -1.471; C 0.626; C -0.877; O 0.066